This record from OMol25 describes C30H48BBrCa2F2MgN2O13S2 as an isolated structure. The level of theory is wB97M-V/def2-TZVPD.

Calculated values
LUMO energy   -9.26 eV
E   -201608.203 eV
Net charge   +2
Spin multiplicity   1
Highest occupied orbital energy   -0.396 Ha

```
102
C30H48BBrCa2F2MgN2O13S2 | OMol25 | wB97M-V/def2-TZVPD
C -1.13875 -3.37236 4.79938
C -1.24061 -3.07078 3.26357
C -2.48354 -2.09770 3.06285
C -1.93764 -0.65157 3.30471
C -3.01750 0.46413 3.18092
C -2.60088 1.83690 3.79250
C -1.06798 2.05196 3.98726
N -0.29174 1.92103 2.77918
C 1.12519 2.10708 3.09669
C 1.99552 0.81063 2.92273
C 1.96239 0.32897 1.44423
O 2.67656 0.75491 0.63231
O 0.99909 -0.67435 0.98226
H -1.61923 -4.37316 5.04283
H -0.01957 -3.42684 5.10969
H -1.59218 -2.54652 5.38978
H -0.35948 -2.45607 2.94689
H -1.30500 -3.99643 2.60793
H -3.27597 -2.33806 3.80874
H -2.84666 -2.21392 2.01572
H -1.19907 -0.46483 2.48696
H -1.34871 -0.63256 4.25321
H -4.01884 0.13419 3.55107
H -3.16935 0.63906 2.08779
H -3.00260 2.69402 3.20595
H -3.05938 1.86592 4.83065
H -0.94389 3.12381 4.32516
H -0.72256 1.38472 4.85392
H 1.18529 2.40433 4.17733
H 1.48685 2.93879 2.43820
H 3.05422 0.95300 3.24646
H 1.60957 -0.01469 3.57445
H 0.23576 -0.18434 0.60394
Mg -3.12229 1.86687 6.45288
C -6.08379 2.48638 3.07066
O -5.85171 1.62074 4.05578
H -5.98255 2.10447 2.03371
H -7.08557 2.95107 3.03459
H -5.42599 3.38601 3.02571
Ca 0.63618 -5.24472 5.25367
O 3.31498 -4.83319 -0.29995
S 4.62679 -4.23102 -0.33347
O 5.07809 -3.39860 0.73955
O 4.75825 -3.41084 -1.70953
C 3.74964 -2.44994 -1.95160
C 3.90222 -1.22854 -1.07063
C 5.84653 -5.45735 -0.65772
H 2.75939 -2.91347 -1.82772
H 3.83506 -2.14826 -2.99517
H 3.76165 -1.47620 -0.01456
H 3.16701 -0.46450 -1.33496
H 4.90131 -0.80713 -1.17004
H 5.52247 -6.06956 -1.49685
H 5.94211 -6.06742 0.23948
H 6.79180 -4.96331 -0.87376
C 3.71237 3.57693 -3.13642
C 4.08668 3.91594 -4.43018
C 4.92788 3.07936 -5.15337
C 5.38760 1.89783 -4.58609
C 5.01002 1.55725 -3.29355
C 4.17602 2.39801 -2.56625
H 3.05949 4.23176 -2.57204
H 3.72324 4.83397 -4.87555
H 5.22481 3.34724 -6.15975
H 6.03997 1.24292 -5.15175
H 5.36855 0.63426 -2.85153
H 3.88639 2.13444 -1.55455
C 7.01026 2.91506 -8.68960
C 5.69283 2.95837 -9.13013
C 5.41635 3.16606 -10.47310
C 6.46644 3.32415 -11.36386
C 7.78420 3.28986 -10.93421
C 8.05452 3.08450 -9.58890
N 6.17710 3.51942 -12.79119
O 5.00834 3.56274 -13.12919
O 7.12215 3.62209 -13.54970
H 7.22399 2.74669 -7.63968
H 4.88071 2.82650 -8.42537
H 4.38843 3.19851 -10.80866
H 8.60277 3.41810 -11.62984
H 9.07967 3.05292 -9.24201
B -6.04137 -3.77155 3.46124
O -4.88412 -4.19085 4.30153
C -4.63712 -5.45687 4.04359
O -3.74530 -6.08819 4.56606
C -5.60906 -5.95970 3.02004
O -5.64245 -7.07269 2.57180
O -6.42555 -4.97290 2.68258
F -5.64610 -2.72759 2.59733
F -7.09773 -3.35415 4.27536
C -10.41306 3.15930 4.79368
S -9.81675 1.85164 3.70634
O -9.85413 2.37846 2.31403
C -11.24327 0.77376 3.91711
H -9.68566 3.97010 4.78692
H -11.37420 3.53019 4.43581
H -10.51309 2.77112 5.80799
H -12.15123 1.29729 3.61566
H -11.31429 0.46528 4.96067
H -11.10435 -0.10486 3.28900
Br -0.43486 -4.61744 1.02780
Ca 1.01205 -2.56607 -0.42334
```

This record from OMol25 describes C37H41BBrGeHfN8P as an isolated structure. The level of theory is wB97M-V/def2-TZVPD.

Calculated values
LUMO energy   0.28 eV
E   -188789.065 eV
Spin multiplicity   1
Highest occupied orbital energy   -0.273 Ha

```
91
C37H41BBrGeHfN8P | OMol25 | wB97M-V/def2-TZVPD
Hf -1.45675 -1.06631 0.91719
B -0.87305 -4.41981 1.57243
N -2.25109 -4.03362 2.15413
C -3.11207 -4.76471 2.86219
C -4.18037 -3.96357 3.22802
C -3.88030 -2.72215 2.67970
N -2.71287 -2.76748 2.02891
N -0.93127 -4.16906 0.03856
C -0.67711 -4.99013 -0.97465
C -0.70726 -4.26688 -2.16071
C -0.98580 -2.97094 -1.76041
N -1.13174 -2.91423 -0.42725
H -0.65099 -5.58424 1.77869
H -0.03499 -3.67183 2.03359
H -2.89852 -5.80204 3.05841
H -5.04632 -4.23985 3.80242
H -4.43624 -1.80217 2.71090
H -0.48063 -6.03177 -0.78352
H -0.53966 -4.62944 -3.15891
H -1.06099 -2.06477 -2.33592
C 2.17032 -0.31079 5.59640
C 0.97681 -0.29403 4.68312
C -0.19634 0.40017 5.01295
C -1.27231 0.45370 4.14946
C -1.16201 -0.20740 2.92619
Br -3.85848 0.00520 0.77063
N -0.05165 -0.89475 2.65841
C 1.00808 -0.95611 3.47363
H 1.92310 0.10102 6.57411
H 2.98559 0.28345 5.17982
H 2.54454 -1.32466 5.74110
H -0.23917 0.90787 5.97131
H -2.16995 1.00132 4.40269
H 1.86828 -1.52619 3.14214
C -0.62180 0.16605 -0.69411
Ge 1.24231 0.67042 -0.50136
C 1.54090 1.96031 0.94423
C 0.49540 2.42346 1.73730
C 0.72703 3.27654 2.81046
C 2.01904 3.68623 3.10198
C 3.07491 3.24446 2.31425
C 2.83514 2.39059 1.24749
C 2.43533 -0.87503 -0.16854
C 2.00821 -2.11677 0.28986
C 2.88039 -3.17334 0.51584
C 4.23620 -2.99722 0.28362
C 4.69537 -1.77188 -0.17805
C 3.80547 -0.73141 -0.40776
C 2.11328 1.41244 -2.09542
C 2.35309 0.57969 -3.18901
C 2.93179 1.07067 -4.35035
C 3.28959 2.41055 -4.43454
C 3.07433 3.24877 -3.35080
C 2.49120 2.75020 -2.19132
H -0.52249 2.11989 1.51572
H -0.10315 3.61847 3.41645
H 2.20568 4.35091 3.93632
H 4.08593 3.56520 2.53338
H 3.67542 2.05085 0.65074
H 0.96287 -2.29624 0.48278
H 2.49128 -4.12163 0.86609
H 4.93024 -3.81123 0.45173
H 5.75128 -1.62672 -0.37011
H 4.19503 0.20537 -0.79113
H 2.08612 -0.47144 -3.13611
H 3.10562 0.40841 -5.18945
H 3.74004 2.79668 -5.34003
H 3.35803 4.29243 -3.40703
H 2.32303 3.41922 -1.35379
C -4.18516 2.41387 -2.64456
N -3.14269 3.31208 -2.14289
C -2.30639 3.73855 -3.26096
N -1.73528 2.63452 -4.02944
C -2.82781 1.78876 -4.49660
N -3.67929 1.28214 -3.42590
C -2.95089 0.33376 -2.57646
P -1.55421 1.15161 -1.71135
C -2.34758 2.67497 -1.08407
C -0.77192 1.87971 -3.21619
H -4.84573 2.99786 -3.28863
H -4.76542 2.03354 -1.80286
H -1.49855 4.36757 -2.88202
H -2.92422 4.33511 -3.93552
H -2.41762 0.94483 -5.05478
H -3.44760 2.38238 -5.17216
H -2.53091 -0.46291 -3.19763
H -3.63043 -0.12268 -1.86143
H -1.56311 3.35764 -0.74191
H -2.97975 2.44093 -0.22871
H -0.32464 1.07660 -3.80732
H 0.03833 2.55041 -2.93364
```